Entry 1:
23
Properties=species:S:1:pos:R:3:lowdin_charge:R:1 method="wB97M-V/def2-TZVPD" lumo_energy_ev=0.80 fmax_ev_per_a=1.6 e_above_lowest_ev=1.1015 spin_multiplicity=1 homo_ev=-9.3 smiles=CC[C@@H](C)NCO.O
C 2.6635 -0.9957 -1.0932 -0.101
C 1.2873 -1.4779 -0.6257 -0.214
C 0.2876 -0.3108 -0.4792 -0.413
C -0.4583 -0.0469 -1.7991 -0.049
N -0.6095 -0.6177 0.6628 -0.026
C -1.5871 0.3788 0.9691 -0.297
O -2.7554 0.4150 0.1480 -0.066
H 3.3358 -0.6099 -0.3330 0.071
H 3.1717 -1.7047 -1.7312 0.065
H 2.4884 -0.1242 -1.7308 0.065
H 0.8646 -2.0652 -1.4513 0.106
H 1.3292 -2.0589 0.2950 0.105
H 0.8333 0.5760 -0.1512 0.116
H -0.9454 0.9222 -1.7255 0.070
H 0.3212 0.1108 -2.5493 0.077
H -1.1827 -0.8418 -1.9701 0.087
H -1.0425 -1.5241 0.5501 0.114
H -1.1617 1.3586 0.7952 0.101
H -1.9101 0.2738 2.0033 0.121
H -3.4105 -0.2357 0.4195 0.081
O 1.0401 2.3626 2.1805 -0.062
H 1.2099 1.4620 1.8642 0.021
H 0.4399 2.6560 1.4768 0.026

=====

Entry 2:
108
Properties=species:S:1:pos:R:3:lowdin_charge:R:1 method="wB97M-V/def2-TZVPD" charge=+3 lumo_energy_ev="-9.99 / -10.22" fmax_ev_per_a=1.0 e_above_lowest_ev=0.1655 spin_multiplicity=2 homo_ev="-15.8 / -16.0"
W 0.6110 -0.0818 0.1902 1.492
Cl -0.4006 -4.9304 5.6946 0.785
C -0.1046 -3.6524 4.5958 -0.639
C 0.2841 -2.4006 5.0699 -0.021
C 0.5303 -1.3517 4.1920 0.046
C 0.3814 -1.5696 2.8410 -0.268
O 0.6387 -0.5646 1.9559 -0.275
C -0.0087 -2.8172 2.3356 -0.136
C -0.1945 -3.0638 0.9372 -0.001
N -0.0722 -2.2018 -0.0298 -0.015
C -0.3628 -2.6020 -1.3745 -0.213
C -0.7252 -3.8501 -1.8151 0.035
C -0.9636 -4.0874 -3.1834 -0.008
C -0.8423 -3.0823 -4.1008 0.016
C -0.4715 -1.7855 -3.6764 -0.135
C -0.3160 -0.6991 -4.5612 0.080
C 0.0409 0.5394 -4.0813 0.013
C 0.2541 0.7003 -2.7205 -0.083
N 0.1370 -0.3134 -1.8421 -0.069
C -0.2333 -1.5597 -2.3097 -0.167
C -0.2496 -3.8634 3.2352 -0.011
H 0.3976 -2.2509 6.1354 0.133
H 0.8417 -0.3816 4.5545 0.142
H -0.4826 -4.0825 0.6918 0.137
H -0.8275 -4.6861 -1.1371 0.123
H -1.2408 -5.0833 -3.4999 0.133
H -1.0206 -3.2642 -5.1526 0.141
H -0.4845 -0.8511 -5.6209 0.149
H 0.1591 1.3894 -4.7376 0.135
H 0.5340 1.6594 -2.3093 0.116
H -0.5480 -4.8387 2.8715 0.132
C -8.2898 0.5859 3.7669 -0.013
C -6.9919 0.6914 3.0321 -0.205
C -6.1438 -0.4125 2.9085 0.018
C -4.9477 -0.3383 2.2234 -0.304
C -4.0909 -1.5708 2.1066 -0.077
C -4.6133 0.8945 1.6190 -0.408
Te -2.8786 0.9706 0.5026 1.704
N 0.6203 1.6653 0.2175 -0.127
C 0.5072 3.0211 0.6233 -0.466
O -0.5990 3.4921 0.7183 0.078
C 1.7848 3.7086 0.8875 -0.185
C 1.9741 4.9916 0.3811 -0.003
C 3.1675 5.6494 0.6326 -0.038
C 4.1474 5.0408 1.4061 -0.036
C 3.9468 3.7674 1.9277 -0.049
C 2.7705 3.0905 1.6564 -0.055
C -3.5009 1.8952 -1.2818 -0.453
C -2.9828 3.1370 -1.6364 -0.135
C -3.4003 3.7244 -2.8198 -0.052
C -4.3187 3.0679 -3.6275 -0.033
C -4.8187 1.8280 -3.2586 -0.019
C -4.4249 1.2059 -2.0758 -0.307
C -5.0358 -0.1149 -1.6896 -0.057
C -5.4219 2.0434 1.7548 -0.273
C -5.0677 3.3990 1.2111 -0.036
C -6.6037 1.9030 2.4597 0.022
H -8.3504 -0.3282 4.3529 0.090
H -9.1189 0.5878 3.0553 0.107
H -8.4337 1.4404 4.4278 0.100
H -6.4327 -1.3522 3.3639 0.134
H -4.3185 -2.2643 2.9138 0.093
H -3.0213 -1.3428 2.1651 0.031
H -4.2745 -2.0892 1.1619 0.088
H 1.1913 5.4687 -0.1943 0.127
H 3.3278 6.6435 0.2384 0.121
H 5.0704 5.5659 1.6129 0.122
H 4.7047 3.3110 2.5500 0.118
H 2.6053 2.0992 2.0627 0.086
H -2.2776 3.6473 -0.9945 0.085
H -3.0199 4.6972 -3.1004 0.120
H -4.6553 3.5277 -4.5471 0.124
H -5.5411 1.3306 -3.8940 0.127
H -5.4502 -0.6162 -2.5623 0.093
H -5.8481 0.0249 -0.9725 0.097
H -4.3088 -0.7980 -1.2377 0.045
H -4.0287 3.4849 0.8957 0.037
H -5.2271 4.1562 1.9785 0.105
H -5.7031 3.6531 0.3613 0.108
H -7.2376 2.7727 2.5893 0.143
C 3.0247 -2.7511 -4.3922 -0.084
C 3.3274 -1.9208 -3.1517 -0.275
C 3.2673 -2.7458 -1.8714 -0.276
C 3.7979 -2.0401 -0.6258 -0.334
Ge 3.2469 -0.2012 -0.2196 0.894
C 3.7212 1.2294 -1.4608 -0.362
C 5.2379 1.4538 -1.4571 -0.293
C 5.6378 2.6197 -2.3585 -0.270
C 7.1411 2.8612 -2.3584 -0.097
H 3.0189 -2.1398 -5.2948 0.082
H 2.0557 -3.2503 -4.3077 0.060
H 3.7759 -3.5290 -4.5291 0.089
H 2.6187 -1.0835 -3.0816 0.067
H 4.3185 -1.4668 -3.2487 0.120
H 3.8493 -3.6607 -2.0124 0.126
H 2.2365 -3.0800 -1.7077 0.085
H 4.8865 -1.9266 -0.6981 0.083
H 3.6256 -2.6377 0.2717 0.065
H 3.7009 0.1148 1.2167 -0.019
H 3.2050 2.1370 -1.1424 0.047
H 3.3769 0.9759 -2.4660 0.054
H 5.7589 0.5488 -1.7867 0.110
H 5.5797 1.6549 -0.4362 0.108
H 5.1128 3.5189 -2.0217 0.107
H 5.2907 2.4198 -3.3770 0.113
H 7.5027 3.0876 -1.3539 0.078
H 7.4049 3.6980 -3.0033 0.080
H 7.6813 1.9838 -2.7168 0.080

=====

Entry 3:
10
Properties=species:S:1:pos:R:3:lowdin_charge:R:1 method="wB97M-V/def2-TZVPD" charge=+1 lumo_energy_ev=-3.94 fmax_ev_per_a=4.3 e_above_lowest_ev=0.8523 spin_multiplicity=1 homo_ev=-11.9
H 3.2433 0.0484 -0.8778 0.155
C 5.4106 0.1076 0.8914 -0.373
O 4.9097 -0.9256 0.5920 0.168
O 6.2999 0.8244 1.0993 0.229
O 2.9700 0.9179 -1.4307 -0.146
C 3.9065 1.5125 -2.2685 -0.212
C 4.4031 0.8864 -3.3302 -0.140
O 4.9130 0.3489 -4.2198 0.216
Cs -0.6160 1.4926 -2.1839 0.981
H 4.3013 2.4944 -2.0047 0.123

=====

Entry 4:
34
Properties=species:S:1:pos:R:3:lowdin_charge:R:1 method="wB97M-V/def2-TZVPD" lumo_energy_ev=0.49 fmax_ev_per_a=2.9 e_above_lowest_ev=1.0395 spin_multiplicity=1 homo_ev=-8.4 smiles="C[C@H](N)C(=O)N[C@@H](Cc1ccc(O)cc1)C(=O)O"
C 4.5191 -0.6743 -1.1328 -0.050
C 3.7223 -0.6100 0.1211 -0.376
N 4.0091 -1.7669 1.0335 0.060
C 2.2692 -0.4706 -0.2460 -0.470
O 1.6027 -1.3897 -0.7123 0.057
N 1.7034 0.6988 0.0984 0.101
C 0.3181 0.9863 -0.0972 -0.198
C -0.5746 0.4439 1.0630 -0.077
C -1.9598 0.0166 0.6734 -0.222
C -2.1359 -1.2117 0.0105 -0.050
C -3.3492 -1.6609 -0.3613 -0.033
C -4.5120 -0.8716 -0.2448 -0.306
O -5.6517 -1.3451 -0.8165 0.047
C -4.3563 0.4710 0.1926 -0.011
C -3.0880 0.8395 0.6555 -0.054
C 0.2478 2.5060 -0.2674 -0.469
O 1.1895 3.1957 -0.5970 0.113
O -1.0270 2.9114 -0.2567 0.110
H 4.4889 0.2065 -1.6944 0.069
H 5.5265 -0.9338 -0.8422 0.080
H 4.2472 -1.5624 -1.7346 0.102
H 3.9208 0.2661 0.7873 0.142
H 4.1590 -2.6215 0.5064 0.075
H 3.4226 -1.7888 1.8429 0.064
H 2.2704 1.3999 0.5440 0.140
H -0.0243 0.5850 -1.0316 0.162
H -0.5834 1.1992 1.8283 0.116
H -0.0418 -0.4318 1.4676 0.127
H -1.2071 -1.8104 -0.1916 0.135
H -3.4761 -2.6290 -0.8891 0.131
H -6.4262 -0.8360 -0.5641 0.105
H -5.2239 1.1177 0.2953 0.107
H -3.0142 1.8714 1.0010 0.105
H -0.9647 3.8997 -0.4411 0.169